(1)
Density functional theory data (ωB97M-V/def2-TZVPD) for 2 unconnected molecules or ions with the total composition C2H10OSi2 in a non-equilibrium geometry.

ORCA input file:
```
! RIJCOSX wB97M-V def2-TZVPD def2/J DEFGRID3
* xyz 0 3
C 1.588 0.281 -1.314
C -0.808 -1.558 -1.051
O -1.302 1.479 2.295
Si 0.037 0.690 2.042
Si -0.024 -0.057 -0.173
H 1.951 -0.571 -1.901
H 1.408 1.075 -2.012
H 2.266 0.653 -0.500
H -1.780 -1.836 -0.648
H -0.648 -1.392 -2.213
H -0.188 -2.482 -0.846
H -1.729 1.568 1.314
H 0.073 -0.501 2.941
H 1.417 1.368 1.931
H -2.263 1.282 0.137
*
```

Summary:
- Relative energy (zero: lowest compared OMol25 entry of this formula, charge and spin): 49.4 kcal/mol
- <S²>: 2.004
- HOMO-LUMO gap (alpha / beta): 7.2 / 6.9 eV
- Largest force on an atom: 4.38 eV/A
- HOMO energy (alpha / beta): -6.35 / -9.68 eV
- Lowest unoccupied orbital energy (alpha / beta): 0.85 / -2.75 eV
- DFT total energy: -736.2340 Eh

(2)
Density functional theory data (ωB97M-V/def2-TZVPD) for a molecular structure, C18H30Ca2F10N5O35S10 in a non-equilibrium geometry.

ORCA input file:
```
! RIJCOSX wB97M-V def2-TZVPD def2/J DEFGRID3
* xyz -1 1
Ca -2.048 -4.404 1.127
Ca -3.125 0.743 -1.190
N -3.258 -1.571 -5.487
S -4.851 -2.139 -5.425
O -5.723 -1.420 -4.525
O -5.015 -3.536 -5.694
F -5.197 -1.455 -6.813
S -2.899 -1.923 -4.025
O -2.865 -3.291 -3.626
O -3.163 -0.942 -2.983
F -1.335 -1.588 -4.188
N 0.864 -5.993 -1.270
S -0.017 -4.759 -1.936
O 0.703 -3.797 -2.709
O -1.143 -4.272 -1.130
F -0.811 -5.689 -2.952
S 1.412 -5.069 -0.136
O 0.453 -4.610 0.841
O 2.597 -4.306 -0.403
F 2.012 -6.351 0.661
N -1.418 -0.064 -0.112
S -1.152 -0.705 1.377
O -0.033 -0.315 2.165
O -1.572 -2.092 1.294
F -2.466 -0.182 2.109
S 0.022 -0.289 -0.643
O 0.338 -1.622 -1.049
O 1.115 0.582 -0.305
F -0.424 0.403 -2.042
N -1.534 -4.333 3.258
S -2.498 -3.904 4.613
O -2.093 -2.825 5.463
O -3.250 -4.960 5.192
F -3.535 -3.210 3.593
S -0.177 -4.402 4.027
O -0.116 -5.048 5.326
O 0.674 -3.243 3.787
F 0.495 -5.605 3.203
N -3.202 1.872 -3.113
S -2.390 2.443 -4.352
O -2.650 3.823 -4.683
O -1.937 1.587 -5.424
F -1.011 2.582 -3.479
S -4.693 2.117 -3.984
O -4.863 1.388 -5.200
O -5.322 3.388 -3.716
F -5.519 1.215 -2.937
C 3.164 -1.254 2.321
C 4.331 -1.777 3.152
O 5.445 -1.306 2.393
C 5.093 -0.241 1.655
O 5.809 0.612 1.231
O 3.746 -0.158 1.638
H 2.231 -1.055 2.839
H 2.922 -1.976 1.533
H 4.461 -2.858 3.192
H 4.358 -1.468 4.200
C 2.041 3.317 0.620
C 2.537 4.742 0.540
C 1.502 5.764 1.048
O 2.273 6.651 1.856
C 3.550 6.173 1.979
O 4.438 6.724 2.567
O 3.665 5.027 1.369
H 1.098 3.191 0.083
H 1.716 3.010 1.617
H 2.760 2.589 0.251
H 2.880 5.008 -0.461
H 0.744 5.337 1.708
H 1.002 6.194 0.180
C -1.768 1.040 5.659
C -0.388 1.141 6.287
C -0.326 0.646 7.739
O 0.597 -0.464 7.648
C 1.210 -0.460 6.455
O 2.209 -1.058 6.173
O 0.644 0.424 5.643
H -2.007 1.880 5.014
H -2.575 0.673 6.292
H -1.791 0.194 4.957
H -0.125 2.199 6.335
H -1.260 0.313 8.181
H 0.276 1.297 8.376
C -3.235 2.995 2.736
O -2.150 3.501 1.969
C -2.234 3.471 0.635
O -2.967 2.796 -0.056
O -1.556 4.516 0.190
C -1.415 4.622 -1.230
H -3.194 1.905 2.757
H -4.209 3.287 2.342
H -3.195 3.284 3.782
H -2.400 4.655 -1.706
H -0.848 3.871 -1.774
H -1.034 5.623 -1.422
C 4.478 -1.789 -7.014
C 3.001 -1.426 -7.009
O 2.645 -1.070 -5.665
C 1.500 -0.477 -5.329
O 0.629 -0.125 -6.054
O 1.531 -0.227 -4.004
C 2.573 -0.693 -3.177
H 4.614 -2.695 -6.425
H 5.104 -1.012 -6.578
H 4.777 -2.014 -8.038
H 2.379 -2.314 -7.153
H 2.688 -0.689 -7.748
H 3.471 -0.256 -3.622
H 2.748 -1.756 -3.000
H 2.455 -0.279 -2.179
*
```

Summary:
- HOMO-LUMO gap: 7.5 eV
- Largest force on an atom: 9.73 eV/A
- HOMO energy: -7.84 eV
- Lowest unoccupied orbital energy: -0.34 eV
- DFT total energy: -9946.9547 Eh

(3)
Density functional theory data (ωB97M-V/def2-TZVPD) for 7 unconnected molecules or ions with the total composition C20H53N6O5 in a non-equilibrium geometry.

ORCA input file:
```
! RIJCOSX wB97M-V def2-TZVPD def2/J DEFGRID3
* xyz 1 1
O 0.455 -0.741 -0.796
H -0.172 -0.014 -0.809
H 0.117 -1.522 -1.241
H 1.237 -0.416 -1.247
O -2.338 -0.814 -0.897
C -3.088 0.129 -1.029
N -3.092 0.814 -2.188
C -3.999 0.545 0.119
H -2.331 0.638 -2.827
H -3.656 1.645 -2.298
H -4.665 1.394 -0.037
H -3.382 0.754 0.993
H -4.621 -0.274 0.479
O 0.055 -3.207 0.314
C -0.108 -3.809 1.337
N 0.811 -4.492 1.934
C -1.447 -3.682 2.029
H 1.661 -4.758 1.457
H 0.521 -5.122 2.667
H -1.544 -3.676 3.114
H -2.056 -4.491 1.624
H -1.809 -2.698 1.730
O -0.408 1.796 -0.951
C -0.367 3.043 -1.046
N -0.649 3.814 0.049
C -0.066 3.776 -2.280
H -1.160 3.392 0.811
H -0.505 4.813 0.093
H -0.501 3.248 -3.129
H 1.005 3.932 -2.403
H -0.553 4.748 -2.360
O -0.322 -2.621 -2.707
C -0.626 -3.746 -3.118
N -0.088 -4.813 -2.606
C -1.680 -3.996 -4.176
H -0.509 -5.711 -2.800
H 0.428 -4.667 -1.750
H -1.400 -4.687 -4.971
H -1.722 -3.049 -4.715
H -2.720 -4.054 -3.854
C 3.388 0.892 0.450
C 3.353 0.799 -1.102
N 2.875 -0.400 -1.754
C 3.840 -1.516 -1.495
C 3.069 -2.786 -1.850
C 2.463 -0.059 -3.143
C 3.662 0.259 -4.104
H 2.408 0.836 0.923
H 3.886 1.805 0.778
H 4.016 0.083 0.823
H 2.819 1.680 -1.460
H 4.364 1.047 -1.425
H 4.696 -1.448 -2.166
H 4.261 -1.489 -0.490
H 3.055 -2.875 -2.937
H 3.563 -3.645 -1.397
H 2.079 -2.643 -1.417
H 1.741 0.754 -3.219
H 2.002 -0.962 -3.542
H 4.310 1.061 -3.752
H 3.257 0.542 -5.076
H 4.240 -0.633 -4.348
C -1.612 4.767 3.546
C -0.645 3.557 3.488
N -1.255 2.278 3.017
C -0.183 1.259 2.797
C -0.702 -0.174 2.466
C -2.405 1.965 3.748
C -2.129 1.571 5.253
H -1.067 5.680 3.790
H -2.347 4.720 4.349
H -2.075 5.069 2.607
H 0.185 3.806 2.828
H -0.134 3.316 4.420
H 0.528 1.662 2.076
H 0.336 1.190 3.753
H -1.326 -0.155 1.573
H 0.133 -0.867 2.365
H -1.321 -0.608 3.251
H -2.713 1.056 3.230
H -3.165 2.746 3.735
H -3.019 1.269 5.804
H -1.718 2.425 5.792
H -1.424 0.741 5.300
*
```

Summary:
- Relative energy (zero: lowest compared OMol25 entry of this formula, charge and spin): 1.5 kcal/mol
- HOMO-LUMO gap: 8.7 eV
- Largest force on an atom: 4.04 eV/A
- HOMO energy: -10.29 eV
- Lowest unoccupied orbital energy: -1.62 eV
- DFT total energy: -1498.4043 Eh

(4)
Density functional theory data (ωB97M-V/def2-TZVPD) for a molecular structure, C4H15NO2 in a non-equilibrium geometry.

ORCA input file:
```
! RIJCOSX wB97M-V def2-TZVPD def2/J DEFGRID3
* xyz 0 1
C -0.725 -2.070 1.080
C 0.051 -1.884 -0.201
N -0.254 -0.551 -0.543
C 0.467 -0.092 -1.675
C 0.267 1.466 -1.827
H -1.746 -2.542 1.070
H -0.177 -2.497 1.871
H -0.879 -0.986 1.374
H -0.278 -2.538 -1.041
H 1.067 -2.172 -0.018
H 0.099 0.105 0.351
H -0.029 -0.607 -2.513
H 1.463 -0.312 -1.568
H -0.828 1.571 -1.683
H 0.621 1.856 -2.780
H 0.845 1.952 -0.813
H -1.060 -0.183 1.465
H -0.610 3.464 1.720
O -0.628 2.704 1.126
H 1.280 0.700 2.093
H 0.025 1.974 1.314
O 1.030 0.642 1.200
*
```

Summary:
- Relative energy (zero: lowest compared OMol25 entry of this formula, charge and spin): 185.9 kcal/mol
- HOMO-LUMO gap: 6.3 eV
- Largest force on an atom: 3.89 eV/A
- HOMO energy: -8.48 eV
- Lowest unoccupied orbital energy: -2.17 eV
- DFT total energy: -366.3548 Eh

(5)
Density functional theory data (ωB97M-V/def2-TZVPD) for C4H5NO in the gas phase in a non-equilibrium geometry.

ORCA input file:
```
! RIJCOSX wB97M-V def2-TZVPD def2/J DEFGRID3
* xyz 0 1
O -0.630 -1.477 0.504
C -0.146 -0.252 0.949
C 1.081 0.275 0.091
C 0.180 1.277 -0.461
C -0.661 0.787 -1.492
N -1.397 0.470 -2.342
H -0.986 -1.377 -0.391
H 0.186 -0.347 1.982
H 1.887 0.672 0.709
H 1.424 -0.554 -0.537
H -0.939 0.527 0.988
*
```

Summary:
- Relative energy (zero: lowest compared OMol25 entry of this formula, charge and spin): 97.7 kcal/mol
- HOMO-LUMO gap: 8.2 eV
- Largest force on an atom: 1.05 eV/A
- HOMO energy: -9.49 eV
- Lowest unoccupied orbital energy: -1.24 eV
- DFT total energy: -285.2589 Eh